# 1
Density functional theory data (ωB97M-V with the def2-TZVPD basis set) for 9 unconnected molecules or ions with the total composition C4H28N3O8 at a distorted geometry.

```
43
Properties=species:S:1:pos:R:3:forces:R:3
O -1.6370 -0.3676 2.3315 0.118 -0.562 0.036
O -3.7364 2.0857 -0.3868 -0.386 0.606 0.140
O 0.6889 2.7544 2.2741 -0.084 -0.399 -0.360
O 0.2985 1.5603 4.7423 0.151 0.079 -0.295
O -0.9597 2.0133 -0.3845 -0.256 0.231 0.202
O 3.8763 2.2093 -1.2478 0.505 0.059 0.699
O -1.7716 -3.8674 -2.2650 -0.322 0.310 0.027
O -2.5445 -0.4469 -0.2394 -1.135 -0.275 -0.151
N 1.5876 0.8792 0.2753 0.223 -1.244 0.232
N 1.3720 -1.4156 -1.8207 1.684 0.282 0.398
N 0.0333 -1.8890 -3.6802 -0.267 -0.030 -0.370
C 0.5035 -1.7747 -0.7469 0.087 0.340 0.323
C 1.2841 -1.6434 0.5991 -1.549 -0.522 -0.073
C 1.1948 -1.5339 -3.0622 -0.963 -0.607 -0.288
C 2.2141 -0.4787 0.6208 0.505 0.698 -1.311
H -1.7465 -1.1613 2.8745 -0.004 0.230 0.015
H 2.0216 -1.3680 -3.7501 0.009 0.242 0.091
H -0.2488 2.1911 5.2218 -0.105 -0.198 0.131
H 2.2416 1.4166 -0.3052 -0.117 0.163 0.052
H -0.9313 2.0859 0.5800 0.200 0.096 -0.003
H -0.7836 -2.1308 -3.1420 0.212 -0.192 0.224
H 2.7470 -0.2972 1.5381 0.190 -0.279 0.381
H 1.4552 1.3402 1.1716 -0.553 0.891 -0.193
H 0.5152 3.7042 2.3097 0.033 -0.407 0.312
H -2.9815 -0.0311 -0.9951 0.582 0.109 -0.269
H -2.5321 -3.5663 -1.7480 0.157 -0.126 -0.044
H -0.3695 -1.1184 -0.7243 -0.238 -0.107 0.019
H 0.0238 -2.2119 -4.6355 0.217 0.220 0.124
H 1.7950 -2.5948 0.7395 0.635 0.286 0.041
H 4.3871 1.7828 -0.5448 -0.042 -0.323 -0.175
H -0.2324 0.7732 4.5819 -0.194 0.041 0.134
H 2.8903 -0.6244 -0.2143 0.397 -0.218 0.169
H 0.4566 2.2981 3.1140 0.107 0.699 0.051
H -2.1209 -3.9774 -3.1566 -0.020 -0.218 0.035
H 0.7016 0.8153 -0.2435 -0.044 0.142 0.175
H -1.5679 -0.7272 1.4292 -0.013 0.427 0.172
H -1.9212 2.1151 -0.5572 0.591 -0.308 0.004
H 0.1754 -2.8155 -0.7793 -0.296 0.029 -0.337
H 0.5479 -1.6340 1.4120 0.106 0.258 -0.004
H -4.0153 2.1493 0.5384 0.107 -0.157 -0.122
H 4.3934 3.0241 -1.3256 -0.433 0.128 -0.381
H -3.3143 -0.4708 0.3469 0.266 -0.203 0.323
H -3.9900 2.9484 -0.7462 -0.062 -0.189 -0.133
```
Positions in Å, forces in eV/Å.

Computed properties:
relative energy (zero: lowest compared OMol25 entry of this formula, charge and spin)	1.551	eV
net charge	+1
orbital gap	8.92	eV

Per-atom Mulliken charges, elementary charge units: number 1, O, carries -0.596; number 2, O, carries -0.639; number 3, O, carries -0.678; number 4, O, carries -0.710; number 5, O, carries -0.630; number 6, O, carries -0.671; number 7, O, carries -0.643; number 8, O, carries -0.603; number 9, N, carries 0.129; number 10, N, carries -0.353; number 11, N, carries -0.347; number 12, C, carries -0.320; number 13, C, carries -0.821; number 14, C, carries -0.123; number 15, C, carries -0.823; number 16, H, carries 0.339; number 17, H, carries 0.398; number 18, H, carries 0.337; number 19, H, carries 0.358; number 20, H, carries 0.255; number 21, H, carries 0.183; number 22, H, carries 0.542; number 23, H, carries 0.196; number 24, H, carries 0.271; number 25, H, carries 0.219; number 26, H, carries 0.318; number 27, H, carries 0.034; number 28, H, carries 0.244; number 29, H, carries 0.429; number 30, H, carries 0.318; number 31, H, carries 0.331; number 32, H, carries 0.412; number 33, H, carries 0.367; number 34, H, carries 0.315; number 35, H, carries 0.251; number 36, H, carries 0.288; number 37, H, carries 0.376; number 38, H, carries 0.565; number 39, H, carries 0.272; number 40, H, carries 0.323; number 41, H, carries 0.319; number 42, H, carries 0.272; number 43, H, carries 0.296


# 2
Density functional theory data (ωB97M-V with the def2-TZVPD basis set) for 2 unconnected molecules or ions with the total composition CHCl3S at a distorted geometry.

```
6
Properties=species:S:1:pos:R:3:forces:R:3
Cl -0.0296 0.5975 1.7256 -0.312 0.115 0.783
Cl 1.2485 1.7005 -0.6060 -0.341 -0.425 -0.023
Cl -1.5958 -1.7345 -0.1468 -0.161 -0.145 -0.075
S -1.0628 0.0013 -1.0171 -0.077 0.284 0.080
C 0.3169 0.3409 0.0682 3.163 -3.798 -1.138
H 1.1228 -0.9058 -0.0239 -2.272 3.969 0.372
```
Positions in Å, forces in eV/Å.

Computed properties:
relative energy (zero: lowest compared OMol25 entry of this formula, charge and spin)	1.068	eV
net charge	0
orbital gap	9.41	eV

Per-atom Mulliken charges, elementary charge units: number 1, Cl, carries -0.070; number 2, Cl, carries -0.131; number 3, Cl, carries -0.126; number 4, S, carries 0.104; number 5, C, carries -0.096; number 6, H, carries 0.319


So what do the calculations give for electronic energy? Going down the list: -935.18431; -1817.40394 hartree.